8
Properties=species:S:1:pos:R:3:forces:R:3:nbo_charge:R:1 method="wB97M-V/def2-TZVPD" largest_force_ev_per_a=5.16 homo_energy_ev=-10.42 charge=0 homo_lumo_gap_ev=9.973 smiles=N#CCP relative_energy_kj_mol=171.1
P -0.928592 1.056145 -0.076387 3.6021 0.7225 0.2690 0.302
N 3.724388 0.377631 0.320842 -2.0144 0.4537 -0.6183 -0.336
C 2.588944 0.459801 0.061269 -0.1034 -0.1861 1.4011 0.270
C 1.128990 0.229766 -0.259220 0.8108 4.8658 -1.5097 -0.655
H 1.131788 0.482958 -1.298453 -0.0468 -0.5775 -0.9603 0.236
H -0.562707 1.324141 1.263630 -0.7799 -0.2878 0.2409 -0.001
H -1.145487 -0.288141 0.000447 -0.7131 -1.0063 0.5992 -0.031
H 0.954827 -0.734262 -0.101073 -0.7553 -3.9844 0.5781 0.214

9
Properties=species:S:1:pos:R:3:forces:R:3:nbo_charge:R:1 method="wB97M-V/def2-TZVPD" largest_force_ev_per_a=5.15 homo_energy_ev=-7.46 charge=0 homo_lumo_gap_ev=6.985 relative_energy_kj_mol=323.3
S -1.175016 -0.172970 0.426862 0.0333 0.7890 0.0532 0.064
P 3.122088 0.498396 0.130150 0.7444 1.1326 -0.0232 0.629
N 2.131838 -0.632174 0.077870 -0.7629 -0.7398 0.0520 -0.750
C -0.996336 1.430392 0.312553 -1.3601 -3.4262 -3.5393 -0.472
C 1.235133 -1.531397 0.095743 -0.7253 -2.7153 -0.0941 -0.246
H -0.796946 2.032578 1.056882 1.2380 2.7522 4.1723 0.162
H 0.897875 -1.964790 1.105105 0.5062 0.8130 -1.6981 0.220
H -1.197754 1.957262 -0.599414 0.0398 0.0252 -0.6849 0.178
H 1.020088 -2.154721 -0.862065 0.2866 1.3692 1.7621 0.215

9
Properties=species:S:1:pos:R:3:forces:R:3:mulliken_spin:R:1 method="wB97M-V/def2-TZVPD" multiplicity=3 largest_force_ev_per_a=2.56 s2=2.007 homo_energy_ev="-6.90 / -8.89" charge=0 homo_lumo_gap_ev="6.677 / 6.963" relative_energy_kj_mol=181.7
S -2.890015 -0.898672 0.008251 0.9514 2.1961 -0.0342 1.059
P -1.743434 1.327091 -0.070704 -1.8501 -1.5769 0.2103 0.727
N -0.272279 0.632256 -0.153968 0.5586 -0.8756 -0.5456 0.184
C 1.141593 0.547048 0.080502 -0.1494 -0.3534 -2.1198 0.027
C 0.268037 -0.679741 0.085334 0.4380 -1.1523 -1.7607 -0.019
H 1.592534 0.617409 -0.955562 0.3387 0.1513 1.5872 0.007
H 0.485889 -1.434714 -0.804117 -0.8541 1.7487 1.6706 0.019
H 1.662384 1.024208 0.889219 -0.1672 0.0217 0.4633 -0.003
H -0.244708 -1.134889 0.921043 0.7340 -0.1596 0.5288 0.000

8
Properties=species:S:1:pos:R:3:forces:R:3:nbo_charge:R:1 method="wB97M-V/def2-TZVPD" largest_force_ev_per_a=4.80 homo_energy_ev="-15.96 / -15.95" charge=+1 homo_lumo_gap_ev="7.547 / 7.212" relative_energy_kj_mol=596.6
S -1.995137 -0.862375 1.316663 2.1542 -0.8661 -3.6521 0.244
N 1.309989 0.536817 -1.883807 -0.6712 0.1964 -0.6525 -0.756
C -0.151181 -0.417210 0.792773 -3.3444 -3.2653 1.0945 -0.055
C 1.675825 1.476385 -1.290091 0.5026 0.3422 0.8549 0.354
H -0.166545 -1.558295 1.157011 2.7706 2.0932 -1.8732 0.290
H 0.680430 0.426800 -2.663820 0.1019 -0.5739 -0.2995 0.460
H 0.494263 0.469984 0.331218 -1.2418 -1.4521 1.3980 0.316
H -1.847644 -0.072105 2.240053 -0.2719 3.5257 3.1299 0.147

10
Properties=species:S:1:pos:R:3:forces:R:3:nbo_charge:R:1 method="wB97M-V/def2-TZVPD" largest_force_ev_per_a=4.22 homo_energy_ev=-12.64 charge=+1 homo_lumo_gap_ev=8.394 smiles=[NH3+][C@H]1SC12SS2 relative_energy_kj_mol=46.9
S -2.410449 0.126043 -0.467449 -0.7834 0.8866 0.2014 0.248
S -0.130171 -1.560023 1.043566 0.4887 -0.4015 0.6071 0.312
S -1.849188 -1.528294 -1.587564 0.3510 0.1880 0.0574 0.228
N 0.809963 0.940669 0.515623 -0.2759 1.9188 -3.7506 -0.718
C -0.940486 -0.731397 -0.237376 -0.3140 -0.9468 -1.6721 -0.561
C 0.471888 -0.373313 -0.224562 0.4226 -0.2005 2.9181 -0.170
H 0.905657 0.949815 1.529918 -0.0013 -0.4413 0.0325 0.466
H 1.703454 1.180749 0.012052 -0.6960 0.3930 1.2754 0.457
H 1.334144 -0.722965 -0.785387 -0.5401 0.2116 -0.5179 0.276
H 0.105187 1.718716 0.201179 1.3485 -1.6079 0.8487 0.462

8
Properties=species:S:1:pos:R:3:forces:R:3:nbo_charge:R:1 method="wB97M-V/def2-TZVPD" largest_force_ev_per_a=8.74 homo_energy_ev=-10.34 charge=0 homo_lumo_gap_ev=10.609 relative_energy_kj_mol=391.4
O -3.018500 -0.959231 1.093611 -0.2124 0.1880 -0.6140 -0.503
O -0.831960 1.217270 -0.400341 3.5393 4.1023 -6.8596 -0.646
C -0.481691 0.065270 -1.148249 1.2448 -1.2952 -1.8423 -0.298
C -3.346098 -0.665984 0.052504 0.1056 -0.1838 0.6473 0.505
H -1.006658 -0.375369 -2.046692 -0.4648 1.7944 0.2728 0.165
H -0.784569 -0.597644 -0.455552 0.2473 -3.5713 2.2098 0.173
H -0.202663 1.835837 -1.357669 -3.2666 -1.1558 4.9708 0.447
H 0.606549 -0.007636 -1.510641 -1.1933 0.1213 1.2152 0.156

8
Properties=species:S:1:pos:R:3:forces:R:3:nbo_charge:R:1 method="wB97M-V/def2-TZVPD" largest_force_ev_per_a=1.38 homo_energy_ev=-10.53 charge=0 homo_lumo_gap_ev=11.605 relative_energy_kj_mol=140.2
O 0.215975 -0.854416 0.606806 0.1492 -0.1951 -0.0493 -0.720
O 1.629430 1.754716 -0.074333 0.5097 -0.9657 -0.1669 -0.495
C -0.948503 -0.266054 0.066881 -0.3622 0.1024 -0.0527 -0.255
C 2.058185 0.719379 -0.247614 -0.1264 1.3761 0.0545 0.487
H -1.510738 -0.966361 -0.563452 0.0667 0.0669 0.0807 0.166
H -1.571818 0.016473 0.918493 0.0292 -0.0498 -0.1524 0.187
H -0.750559 0.645142 -0.518097 0.0745 -0.1812 0.1268 0.161
H 0.869001 -1.005917 -0.090089 -0.3408 -0.1536 0.1593 0.469

8
Properties=species:S:1:pos:R:3:forces:R:3:nbo_charge:R:1 method="wB97M-V/def2-TZVPD" largest_force_ev_per_a=3.32 homo_energy_ev="-9.09 / -9.09" charge=0 homo_lumo_gap_ev="8.921 / 8.915" relative_energy_kj_mol=564.1
O 0.248560 -1.418563 -0.031442 -0.8845 2.4232 0.7372 -0.064
O 1.220649 -2.289163 0.039107 1.2692 -0.6737 -0.1190 -0.439
C -0.703424 0.746228 -0.046824 2.6084 -0.5706 1.9771 -0.677
C 0.442835 -0.157457 0.088405 -0.2970 -2.4196 -1.6150 0.304
H -0.234246 1.549328 0.469595 -0.5745 1.7593 -0.0550 0.226
H -1.476231 0.393993 0.529084 -2.2423 -0.7273 1.0090 0.236
H 1.411414 0.294485 -0.006701 0.8662 -0.6094 0.4434 0.172
H -0.909556 0.881149 -1.041225 -0.7456 0.8181 -2.3777 0.241

9
Properties=species:S:1:pos:R:3:forces:R:3:nbo_charge:R:1 method="wB97M-V/def2-TZVPD" largest_force_ev_per_a=2.57 homo_energy_ev=-2.77 charge=-1 homo_lumo_gap_ev=7.097 smiles="C=[PH2]C(=O)[O-]" relative_energy_kj_mol=290.9
P -0.244083 -0.352941 0.652237 -1.4169 -0.5366 1.0509 0.480
O 1.832995 -0.147712 -1.333532 -0.4328 0.5391 0.5654 -0.657
O 2.109246 0.959406 0.659045 0.5729 0.9123 -0.0544 -0.667
C 1.635249 0.323798 -0.239409 0.6284 -1.3161 0.1659 0.842
C -1.128208 -0.055720 -0.781099 -1.7855 -0.2502 1.8357 -1.169
H -2.230692 0.030484 -0.780336 0.6004 -0.1017 -0.0239 0.182
H -0.932192 -1.426047 1.604336 0.7046 0.6032 -1.5489 -0.124
H -0.392236 0.487734 1.910640 0.3462 0.0002 -1.4850 -0.111
H -0.650078 0.180997 -1.691882 0.7825 0.1497 -0.5056 0.224

10
Properties=species:S:1:pos:R:3:forces:R:3:nbo_charge:R:1 method="wB97M-V/def2-TZVPD" largest_force_ev_per_a=3.89 homo_energy_ev="-3.52 / -3.22" charge=-1 homo_lumo_gap_ev="7.128 / 6.800" relative_energy_kj_mol=475.4
S 1.558708 0.407805 -0.087480 -0.4507 -1.9932 -0.2012 0.513
P -2.287695 -0.253428 -0.254817 -0.1076 -0.4237 -0.3138 1.454
O -2.720138 1.247616 0.329013 0.0634 -0.0368 -3.8901 -1.041
O -2.771555 -1.201584 0.784861 0.1402 -0.3686 0.1879 -1.154
C 2.846211 -0.740014 -0.575426 -0.1935 1.0735 -1.2227 -0.932
C -0.092707 -0.028763 0.133585 1.3387 2.5773 0.7210 -0.851
H -0.435375 0.952776 0.701904 1.1557 -1.4899 -0.8946 0.172
H 3.755556 -0.154070 -0.966915 -1.4789 -0.3065 0.9497 0.183
H 2.762866 -1.613048 -1.284022 -0.7661 0.7569 1.0043 0.188
H -2.615868 1.382713 1.219301 0.2989 0.2111 3.6593 0.468

9
Properties=species:S:1:pos:R:3:forces:R:3:mulliken_charge:R:1 method="wB97M-V/def2-TZVPD" largest_force_ev_per_a=7.45 homo_energy_ev=-1.01 charge=-1 homo_lumo_gap_ev=2.604 relative_energy_kj_mol=319.4
Rb -19.706398 -0.044845 7.054989 3.9155 -2.5473 -5.5014 0.692
O -22.656867 1.444111 11.126373 1.4844 1.3640 -1.3879 -0.916
O -20.780274 0.609527 8.586535 -4.9666 2.2484 5.0718 -0.900
C -22.458204 2.200995 9.950170 -1.1081 -3.2480 0.2787 -0.307
C -21.324787 1.867801 8.848935 2.2978 -0.0447 2.3902 -0.270
H -21.394372 2.458090 7.935260 -1.4251 0.2800 -0.9896 0.244
H -20.480196 2.431404 9.245296 0.8361 0.5759 0.8198 0.191
H -22.355549 3.276234 10.096476 -0.0015 0.6559 0.0151 0.181
H -23.341345 1.942659 9.365846 -1.0324 0.7158 -0.6967 0.084

9
Properties=species:S:1:pos:R:3:forces:R:3:mulliken_spin:R:1 method="wB97M-V/def2-TZVPD" multiplicity=2 largest_force_ev_per_a=2.07 s2=0.753 homo_energy_ev="-3.68 / -7.46" charge=0 homo_lumo_gap_ev="3.102 / 6.733" relative_energy_kj_mol=0.0
Rb -1.945498 -2.431805 0.230876 0.5044 0.5244 -0.3066 0.154
O -0.456740 -0.925844 -1.445021 0.2519 1.0860 0.4528 0.202
O -0.100509 -0.351951 1.137468 -0.2091 -0.8229 1.8881 0.026
C 0.241594 0.716103 0.232851 0.4862 0.0145 -0.3837 -0.112
C 0.316751 0.093872 -1.121642 -0.2332 -1.0981 -0.5850 0.625
H 0.961737 0.554573 -1.884818 -0.1317 -0.0529 0.2624 0.020
H 1.208648 1.163586 0.513281 -0.2726 -0.0039 -0.1998 0.021
H -0.529102 1.513701 0.295397 -0.0964 -0.2786 0.2878 0.064
H 0.303119 -0.332234 2.041608 -0.2995 0.6316 -1.4159 -0.001

9
Properties=species:S:1:pos:R:3:forces:R:3:nbo_charge:R:1 method="wB97M-V/def2-TZVPD" largest_force_ev_per_a=2.29 homo_energy_ev=-8.80 charge=0 homo_lumo_gap_ev=8.999 smiles="OCC(O)=S" relative_energy_kj_mol=87.1
S -2.439065 -0.147304 -0.087566 0.9254 1.0303 -0.1301 -0.102
O 1.433520 -0.200135 -0.132432 1.5142 0.7980 -0.7432 -0.719
O -0.444046 1.637528 0.047588 -0.0984 -0.1110 -0.2459 -0.625
C -0.877046 0.393816 -0.005065 -1.9932 -1.0145 0.4717 0.223
C 0.169235 -0.648073 0.212805 -0.1002 -0.5179 0.0956 -0.179
H -0.074077 -1.559374 -0.307528 -0.3509 -0.2811 -0.1825 0.209
H 1.521124 -0.155334 -1.103493 -0.0539 -0.1777 0.6121 0.479
H 0.182106 -0.880319 1.277882 0.0476 0.0388 0.0905 0.217
H 0.528245 1.559194 0.097809 0.1094 0.2352 0.0320 0.497

9
Properties=species:S:1:pos:R:3:forces:R:3:nbo_charge:R:1 method="wB97M-V/def2-TZVPD" largest_force_ev_per_a=3.74 homo_energy_ev=-9.74 charge=0 homo_lumo_gap_ev=8.815 relative_energy_kj_mol=325.9
S -1.041209 0.320379 -0.489877 -0.5625 0.6638 2.2185 1.159
O -1.124476 -1.041808 0.116614 -0.4875 1.2468 -0.6711 -0.901
O 2.350448 -1.128582 -1.368295 0.7700 0.4778 -0.9102 -0.505
C -1.177992 1.537792 0.625964 -0.5275 0.7713 -3.6246 -0.713
C 1.560173 -1.217792 -0.489264 -0.9157 0.9160 0.7258 0.294
H -1.248986 2.611121 0.227443 0.4888 -1.8204 0.2869 0.240
H -1.631851 1.422328 1.556780 -0.1192 -0.6263 1.7149 0.227
H 0.942419 -0.290129 -0.110345 1.8052 -1.7106 -0.3103 0.076
H 1.371474 -2.213311 -0.069018 -0.4516 0.0815 0.5702 0.123

9
Properties=species:S:1:pos:R:3:forces:R:3:nbo_charge:R:1 method="wB97M-V/def2-TZVPD" largest_force_ev_per_a=7.12 homo_energy_ev=-9.62 charge=0 homo_lumo_gap_ev=9.330 relative_energy_kj_mol=333.0
S 2.125825 -0.357799 0.388200 -3.5559 1.6115 0.2660 -0.055
O 0.140896 -2.219323 -0.303222 1.9048 5.3773 -0.0062 -0.546
O -0.187269 1.264830 -0.296745 -1.1525 5.2784 -4.6396 -0.733
C 0.476785 -0.990153 -0.145334 -1.2452 -5.4562 1.8308 0.398
C -0.613420 0.060066 0.131655 -0.6694 -1.9918 -0.4596 -0.198
H -0.596750 1.665114 -1.383172 1.7761 -2.3961 5.2469 0.511
H 1.146178 0.763914 0.839067 3.3295 -1.6487 -0.6802 0.207
H -1.028421 0.017146 1.173918 1.1571 0.2908 -0.3720 0.212
H -1.463825 -0.203794 -0.404366 -1.5444 -1.0652 -1.1862 0.204

9
Properties=species:S:1:pos:R:3:forces:R:3:nbo_charge:R:1 method="wB97M-V/def2-TZVPD" largest_force_ev_per_a=6.58 homo_energy_ev="-8.37 / -8.36" charge=0 homo_lumo_gap_ev="7.682 / 8.242" relative_energy_kj_mol=416.9
S -1.103711 -1.074513 -0.401513 2.4461 1.9096 -2.0948 1.009
O -1.731414 -1.810945 0.653138 -1.3790 -1.2083 2.3446 -0.880
O 2.331636 -0.869110 0.292539 -2.9132 -3.4870 -2.6631 -0.479
C 1.550078 -1.624326 -0.293831 1.1940 5.1945 3.8521 0.343
C -0.808422 0.698695 0.061632 2.9359 -2.2960 2.8877 -0.847
H 0.032132 0.838164 0.889587 -1.9296 -0.8142 -1.0547 0.240
H 1.610872 -2.324089 -1.068250 0.9261 -1.4338 -1.3428 0.145
H -0.238158 1.087166 -0.723426 -0.1611 1.0833 -1.8647 0.233
H -1.718439 1.079597 0.418373 -1.1192 1.0520 -0.0643 0.237

9
Properties=species:S:1:pos:R:3:forces:R:3:nbo_charge:R:1 method="wB97M-V/def2-TZVPD" largest_force_ev_per_a=2.45 homo_energy_ev=-9.34 charge=0 homo_lumo_gap_ev=9.898 relative_energy_kj_mol=203.2
S 0.867468 0.512427 0.402787 0.2785 -1.7160 -1.4649 1.113
O 0.092065 0.188257 -3.869923 1.8458 0.9153 -1.2907 -0.497
O -0.075512 1.258133 -0.441805 -0.3625 0.8934 -0.6936 -0.985
C -0.747046 -0.217733 -3.273671 -1.8477 -0.9110 1.3193 0.496
C -0.190850 -0.585643 1.327914 -0.5217 0.3588 -0.8184 -0.827
H -0.283444 -1.541493 0.838177 -0.1554 -0.0932 -0.6100 0.234
H 0.288119 -0.804316 2.236572 0.2030 -0.0043 1.6817 0.223
H 1.204283 1.234200 1.439173 0.1041 1.0192 1.3763 -0.009
H -1.155082 -0.043832 1.340776 0.4559 -0.4621 0.5003 0.253

9
Properties=species:S:1:pos:R:3:forces:R:3:nbo_charge:R:1 method="wB97M-V/def2-TZVPD" largest_force_ev_per_a=6.04 homo_energy_ev="-7.79 / -7.79" charge=0 homo_lumo_gap_ev="6.420 / 6.423" relative_energy_kj_mol=411.1
Si 2.470578 -0.099840 -0.114179 -0.4992 1.2327 0.0514 1.284
O 0.090993 1.764288 0.209838 1.8980 -0.4576 -0.6145 -0.793
O 1.151287 -0.938053 -0.039156 2.6350 -0.8491 -0.6713 -0.952
C -0.108944 -0.679230 0.323854 -6.0116 -0.3685 -0.4909 -0.110
C -0.565414 0.760062 -0.341590 -0.4788 -1.7255 1.8358 -0.029
H -0.185192 -0.554321 1.392218 -0.0222 -0.1720 0.4440 0.183
H -0.276845 0.440017 -1.393700 -1.0265 1.0081 0.0334 0.099
H -0.893656 -1.538528 -0.048882 2.1530 1.8806 0.8460 0.167
H -1.682803 0.845604 0.011598 1.3523 -0.5486 -1.4339 0.151

9
Properties=species:S:1:pos:R:3:forces:R:3:nbo_charge:R:1 method="wB97M-V/def2-TZVPD" largest_force_ev_per_a=4.47 homo_energy_ev=-18.01 charge=+2 homo_lumo_gap_ev=8.752 relative_energy_kj_mol=164.8
Sr -1.027199 2.152226 0.379193 -1.1211 2.1381 0.4598 1.942
O -0.776225 0.039304 1.184111 -0.3772 -0.0029 1.0992 -0.847
O 0.366966 0.911035 -0.887515 0.4768 0.0418 -1.0987 -0.853
C -0.194836 -0.932738 0.404028 4.3421 -1.0058 -0.3421 -0.018
C 0.491199 -0.458717 -0.656358 -2.0509 0.1967 -0.8060 0.102
H -1.181514 -0.299057 1.992277 0.0700 -0.5953 0.1307 0.556
H 0.830101 1.215740 -1.676902 0.3142 -0.2606 -0.3753 0.552
H 0.738299 -1.546400 0.769936 -2.5212 -0.5576 0.4943 0.296
H 0.753208 -1.081394 -1.508769 0.8673 0.0456 0.4382 0.270

9
Properties=species:S:1:pos:R:3:forces:R:3:nbo_charge:R:1 method="wB97M-V/def2-TZVPD" largest_force_ev_per_a=4.25 homo_energy_ev="-9.22 / -9.22" charge=0 homo_lumo_gap_ev="8.307 / 8.310" relative_energy_kj_mol=762.8
O -1.822962 -0.451617 -0.380283 1.9373 -0.5544 -1.0512 -0.189
O -1.605485 0.015369 0.985202 1.9171 0.3199 1.0415 -0.203
O 0.159348 1.834041 -1.015098 -0.5771 -2.8157 1.0239 -0.978
C -0.575789 -0.209125 0.150746 -2.7760 2.6750 -1.7798 0.831
C 0.782482 -0.765777 0.142674 -0.1869 -1.4366 -0.8180 -0.754
H 1.459122 -0.001097 -0.320987 -0.5492 -0.9347 0.5096 0.340
H 0.757853 -1.795761 -0.363212 -0.0049 1.6761 0.0359 0.268
H -0.147649 2.446260 -0.353573 -0.2405 0.5498 0.4238 0.426
H 0.993076 -1.072297 1.154530 0.4801 0.5205 0.6142 0.258